Record 1
{
  "formula": "C50H45MnNOP2S2Si",
  "method": "the ωB97M-V functional and the def2-TZVPD basis",
  "lumo_energy_ev": [-5.59, -5.58],
  "e_above_lowest_kcal_mol": 0.0,
  "gap_ev": [7.3, 6.4],
  "molar_mass_g_mol": 885.0,
  "total_charge": 2,
  "s2": 3.929,
  "spin_multiplicity": 4,
  "symbols": ["Mn", "O", "S", "C", "C", "C", "C", "C", "C", "P", "C", "C", "C", "C", "C", "C", "C", "C", "C", "C", "C", "C", "C", "C", "C", "C", "C", "C", "P", "C", "C", "C", "C", "C", "C", "C", "C", "C", "C", "C", "C", "H", "H", "H", "H", "H", "H", "H", "H", "H", "H", "H", "H", "H", "H", "H", "H", "H", "H", "H", "H", "H", "H", "H", "H", "H", "H", "H", "H", "C", "Si", "C", "C", "C", "C", "C", "C", "N", "C", "S", "H", "H", "H", "H", "H", "H", "H", "H", "H", "H", "H", "H", "C", "C", "C", "C", "C", "C", "H", "H", "H", "H", "H"],
  "coordinates": [[-0.368, -0.930, -0.201], [0.366, 2.501, -0.385], [0.204, 1.362, 0.530], [-1.146, 1.819, 1.644], [-1.098, 2.982, 2.409], [-2.209, 3.383, 3.133], [-3.387, 2.654, 3.065], [-3.466, 1.558, 2.226], [-2.358, 1.138, 1.491], [-2.546, -0.153, 0.222], [-3.859, -1.214, 0.844], [-3.692, -1.830, 2.083], [-4.666, -2.678, 2.574], [-5.811, -2.929, 1.828], [-5.983, -2.317, 0.598], [-5.012, -1.454, 0.105], [-3.075, 0.721, -1.271], [-3.425, -0.007, -2.409], [-3.720, 0.653, -3.590], [-3.652, 2.039, -3.653], [-3.299, 2.765, -2.528], [-3.014, 2.112, -1.338], [1.749, 1.227, 1.474], [2.107, 2.184, 2.405], [3.319, 2.115, 3.086], [4.205, 1.096, 2.808], [3.894, 0.176, 1.817], [2.679, 0.222, 1.136], [2.516, -0.974, -0.217], [1.767, -0.251, -1.660], [0.849, -0.967, -2.437], [0.254, -0.349, -3.538], [0.588, 0.949, -3.878], [1.528, 1.647, -3.125], [2.105, 1.064, -2.017], [4.160, -1.536, -0.684], [4.797, -2.521, 0.072], [6.078, -2.927, -0.250], [6.730, -2.359, -1.337], [6.099, -1.387, -2.098], [4.816, -0.971, -1.776], [-0.232, 3.619, 2.414], [-2.159, 4.279, 3.735], [-4.255, 2.970, 3.626], [-4.403, 1.028, 2.117], [-2.803, -1.651, 2.676], [-4.534, -3.146, 3.540], [-6.570, -3.596, 2.212], [-6.876, -2.499, 0.018], [-5.177, -0.968, -0.845], [-3.483, -1.087, -2.377], [-4.013, 0.081, -4.460], [-3.886, 2.550, -4.577], [-3.251, 3.844, -2.569], [-2.746, 2.701, -0.472], [1.461, 3.014, 2.622], [3.559, 2.869, 3.822], [5.150, 1.026, 3.327], [4.629, -0.573, 1.561], [0.652, -2.023, -2.273], [-0.448, -0.908, -4.140], [0.131, 1.420, -4.737], [1.791, 2.660, -3.391], [2.804, 1.634, -1.417], [4.287, -2.977, 0.911], [6.565, -3.693, 0.338], [7.730, -2.680, -1.594], [6.601, -0.953, -2.951], [4.339, -0.222, -2.394], [4.155, -4.369, 3.667], [2.477, -4.869, 2.991], [1.611, -6.051, 4.153], [2.605, -5.668, 1.302], [1.414, -3.260, 2.996], [0.940, -2.857, 4.254], [0.137, -1.740, 4.407], [-0.250, -1.047, 3.273], [0.156, -1.407, 2.058], [0.998, -2.437, 1.955], [1.526, -2.767, 0.272], [4.827, -5.227, 3.696], [4.076, -3.983, 4.682], [4.634, -3.598, 3.062], [2.177, -6.981, 4.204], [0.613, -6.299, 3.790], [1.518, -5.682, 5.173], [2.989, -6.678, 1.465], [3.290, -5.173, 0.619], [1.641, -5.778, 0.804], [1.204, -3.427, 5.134], [-0.209, -1.426, 5.381], [-0.915, -0.194, 3.328], [-2.648, -5.095, -1.361], [-2.333, -4.187, -2.356], [-1.690, -2.994, -2.039], [-1.340, -2.670, -0.727], [-1.669, -3.609, 0.258], [-2.312, -4.799, -0.048], [-3.149, -6.022, -1.602], [-2.583, -4.403, -3.387], [-1.474, -2.316, -2.857], [-1.449, -3.414, 1.303], [-2.557, -5.496, 0.742]],
  "lowdin_charge": [0.302, -0.396, 0.920, -0.350, -0.052, -0.028, -0.024, -0.047, -0.363, 1.082, -0.353, -0.108, -0.057, -0.051, -0.047, -0.055, -0.324, -0.107, -0.059, -0.057, -0.052, -0.066, -0.305, -0.034, -0.015, -0.023, -0.042, -0.291, 0.879, -0.397, -0.134, -0.039, -0.019, -0.031, -0.107, -0.345, -0.120, -0.042, -0.034, -0.039, -0.047, 0.102, 0.123, 0.124, 0.122, 0.091, 0.113, 0.116, 0.116, 0.099, 0.093, 0.115, 0.115, 0.116, 0.105, 0.094, 0.127, 0.126, 0.103, 0.086, 0.115, 0.123, 0.129, 0.128, 0.067, 0.120, 0.121, 0.121, 0.106, -0.155, 0.539, -0.162, -0.188, -0.196, -0.041, -0.004, -0.108, 0.004, -0.573, 0.931, 0.046, 0.040, 0.014, 0.047, 0.046, 0.033, 0.048, 0.009, 0.033, 0.110, 0.123, 0.108, -0.076, -0.072, -0.148, -0.284, -0.166, -0.075, 0.109, 0.110, 0.068, 0.081, 0.109]
}

=====

Record 2
{
  "formula": "C50H45N4S",
  "method": "the ωB97M-V functional and the def2-TZVPD basis",
  "lumo_energy_ev": -4.62,
  "e_above_lowest_kcal_mol": 11.9,
  "gap_ev": 5.1,
  "molar_mass_g_mol": 734.0,
  "total_charge": 1,
  "symbols": ["C", "C", "C", "C", "C", "C", "C", "C", "C", "C", "C", "C", "C", "C", "N", "C", "C", "C", "C", "C", "C", "S", "C", "N", "C", "C", "H", "H", "H", "H", "H", "H", "H", "H", "H", "H", "H", "H", "H", "H", "H", "H", "H", "H", "H", "H", "C", "N", "C", "C", "C", "C", "C", "C", "C", "C", "C", "C", "C", "C", "C", "C", "C", "N", "C", "C", "C", "C", "C", "C", "C", "C", "C", "C", "C", "H", "H", "H", "H", "H", "H", "H", "H", "H", "H", "H", "H", "H", "H", "H", "H", "H", "H", "H", "H", "H", "H", "H", "H", "H"],
  "coordinates": [[-4.650, -5.693, -3.835], [-4.784, -5.217, -2.526], [-3.954, -4.195, -2.060], [-3.012, -3.618, -2.909], [-2.132, -2.462, -2.420], [-2.607, -1.108, -3.001], [-1.843, 0.042, -2.778], [-2.200, 1.280, -3.316], [-3.283, 1.362, -4.198], [-4.074, 0.232, -4.423], [-3.769, -0.976, -3.783], [-0.631, -2.665, -2.742], [-0.104, -4.075, -2.682], [1.247, -4.097, -3.344], [2.070, -3.021, -2.795], [3.426, -2.885, -3.094], [3.998, -1.788, -2.454], [5.322, -1.444, -2.723], [6.050, -2.230, -3.631], [5.458, -3.331, -4.272], [4.125, -3.673, -4.004], [2.833, -1.043, -1.377], [1.525, -2.029, -2.030], [0.239, -1.843, -1.903], [-2.885, -4.075, -4.223], [-3.705, -5.110, -4.688], [-5.289, -6.507, -4.198], [-5.535, -5.641, -1.860], [-4.045, -3.815, -1.043], [-2.230, -2.417, -1.322], [-0.939, -0.038, -2.175], [-1.607, 2.155, -3.046], [-3.520, 2.292, -4.708], [-4.937, 0.262, -5.092], [-4.427, -1.840, -3.906], [-0.524, -2.321, -3.794], [0.000, -4.363, -1.631], [-0.776, -4.781, -3.167], [1.755, -5.052, -3.180], [1.167, -3.946, -4.428], [5.744, -0.578, -2.219], [7.092, -1.980, -3.834], [6.035, -3.935, -4.973], [3.637, -4.528, -4.475], [-2.164, -3.605, -4.895], [-3.602, -5.456, -5.718], [-0.841, -1.715, 6.338], [-1.700, -0.895, 5.471], [-2.702, -0.164, 6.149], [-2.337, 0.476, 7.350], [-3.309, 0.972, 8.209], [-4.666, 0.826, 7.889], [-5.036, 0.230, 6.679], [-4.060, -0.208, 5.778], [-1.384, -0.728, 4.132], [-2.225, -0.023, 3.230], [-1.857, 0.127, 1.898], [-0.548, -0.237, 1.469], [0.054, 0.209, 0.227], [0.714, 1.453, 0.109], [1.569, 1.781, -0.995], [2.526, 2.764, -0.891], [2.492, 3.685, 0.177], [3.571, 4.563, 0.338], [4.901, 3.961, 0.461], [3.444, 5.940, 0.611], [4.126, 6.451, 1.723], [4.096, 7.813, 2.003], [3.455, 8.698, 1.130], [2.823, 8.203, -0.018], [2.763, 6.827, -0.253], [1.478, 3.546, 1.160], [0.674, 2.419, 1.173], [0.245, -1.018, 2.341], [-0.166, -1.264, 3.635], [-0.460, -2.582, 5.795], [-0.002, -1.133, 6.750], [-1.452, -2.100, 7.163], [-1.277, 0.579, 7.598], [-3.008, 1.458, 9.137], [-5.436, 1.195, 8.568], [-6.086, 0.093, 6.420], [-4.328, -0.620, 4.804], [-3.164, 0.397, 3.582], [-2.553, 0.570, 1.185], [0.132, -0.521, -0.572], [1.513, 1.191, -1.911], [3.337, 2.863, -1.622], [5.629, 4.548, -0.112], [5.221, 3.907, 1.510], [4.878, 2.944, 0.062], [4.666, 5.756, 2.367], [4.602, 8.177, 2.895], [3.438, 9.769, 1.342], [2.389, 8.888, -0.745], [2.254, 6.416, -1.127], [1.384, 4.274, 1.964], [0.042, 2.206, 2.035], [1.213, -1.360, 1.964], [0.472, -1.852, 4.299]],
  "lowdin_charge": [-0.081, -0.073, -0.031, -0.236, -0.161, -0.154, -0.050, -0.078, -0.089, -0.071, -0.022, -0.304, -0.122, -0.121, -0.037, -0.240, -0.446, -0.077, -0.079, -0.065, -0.004, 1.109, -0.535, 0.031, -0.063, -0.067, 0.107, 0.105, 0.116, 0.147, 0.066, 0.098, 0.101, 0.108, 0.115, 0.162, 0.141, 0.115, 0.135, 0.139, 0.107, 0.108, 0.111, 0.112, 0.126, 0.107, -0.041, -0.086, -0.232, -0.031, -0.076, -0.084, -0.073, -0.027, -0.181, -0.004, -0.016, -0.237, 0.095, -0.177, -0.035, -0.003, -0.172, -0.087, -0.015, -0.238, -0.026, -0.069, -0.073, -0.071, -0.004, 0.037, 0.045, -0.020, -0.012, 0.081, 0.096, 0.106, 0.114, 0.108, 0.105, 0.108, 0.107, 0.095, 0.123, 0.053, 0.096, 0.136, 0.109, 0.091, 0.088, 0.109, 0.110, 0.110, 0.110, 0.116, 0.129, 0.130, 0.123, 0.099]
}